C24H64F2NO30S10V as an isolated structure, computed with wB97M-V/def2-TZVPD.

```
! RIJCOSX wB97M-V def2-TZVPD def2/J DEFGRID3
* xyz 0 1
O -2.85659 0.42764 -3.41813
V -1.93090 -0.80798 -3.52865
O -2.56025 -2.12531 -2.86271
N -0.35157 -0.13700 -2.49474
S 0.12426 1.26393 -1.62310
O 1.22166 1.96471 -2.25278
O -0.01200 1.36733 -0.18339
F -1.16059 2.10444 -2.15359
S 0.52785 -1.07709 -1.53566
O 0.04690 -1.41165 -0.17508
O 1.97263 -0.99383 -1.74207
F 0.18454 -2.47439 -2.25509
O -4.03686 -0.77153 -0.88235
S -4.13830 -0.85033 0.58835
O -3.11208 -1.58913 1.32188
O -4.34052 0.67946 1.34003
C -3.16223 1.52377 1.42700
C -3.69128 2.87286 1.84830
C -5.70463 -1.76691 1.09167
H -2.57596 1.74041 0.53400
H -2.56041 1.29811 2.30734
H -4.08089 3.37529 0.96294
H -2.88903 3.42689 2.33569
H -4.53259 2.72300 2.52494
H -5.35512 -2.13611 2.05585
H -5.87138 -2.51790 0.31946
H -6.49169 -1.02506 1.22698
O -1.34114 2.40587 4.86709
S 0.00041 2.90195 4.60690
O 0.93680 3.31764 5.66362
O 0.69443 1.79367 3.49897
C 1.84338 2.20613 2.77967
C 2.79248 1.04259 2.40961
C -0.14482 4.40763 3.54476
H 2.48104 2.82992 3.40607
H 1.51136 2.69998 1.86644
H 2.40537 0.39685 1.62141
H 2.98036 0.32844 3.21135
H 3.82128 1.28627 2.14452
H -0.40900 3.92962 2.60146
H 0.79116 4.96611 3.53270
H -0.95572 5.02378 3.93320
O -6.42346 2.83056 -0.12573
S -6.17595 2.89268 -1.55979
O -6.87003 2.04139 -2.51472
O -6.30177 4.41006 -2.11848
C -6.51181 4.62507 -3.50633
C -6.11793 6.00334 -3.95767
C -4.33025 2.77573 -1.98170
H -7.50284 4.42984 -3.91602
H -5.94504 3.88846 -4.07577
H -6.87397 6.72179 -3.64090
H -6.09016 6.30608 -5.00441
H -5.12173 6.23693 -3.58201
H -3.74167 3.37675 -1.28856
H -4.00254 2.86551 -3.01739
H -4.04136 1.73545 -1.83185
O -1.27170 3.79211 0.28403
S -0.66989 5.05015 -0.13665
O -0.57563 6.21945 0.81765
O 0.74745 4.67195 -0.91739
C 1.71314 5.70518 -1.32602
C 3.02100 4.97334 -1.73019
C -1.49923 5.79337 -1.58827
H 1.86875 6.41823 -0.51642
H 1.33654 6.40734 -2.06982
H 3.86661 5.54314 -2.11540
H 2.95671 4.32558 -2.60448
H 3.49293 4.41461 -0.92198
H -1.42456 5.15126 -2.46589
H -0.79945 6.62571 -1.66316
H -2.54442 6.06580 -1.44175
O 5.38784 1.35120 -5.70510
S 4.97200 0.60684 -4.52620
O 5.45307 -0.79634 -4.40075
O 5.18352 1.42879 -3.12633
C 4.98663 0.72969 -1.93322
C 6.34700 0.39269 -1.36647
C 3.06982 0.58412 -4.60603
H 4.37481 -0.14885 -2.13805
H 4.40229 1.38976 -1.29216
H 6.79255 -0.30943 -2.07118
H 6.27847 -0.13235 -0.41372
H 6.85187 1.35845 -1.34398
H 2.66289 -0.28151 -4.08335
H 2.84531 0.36442 -5.64978
H 2.53736 1.46080 -4.23720
O 5.21482 -3.16145 1.91564
S 5.39827 -3.75503 0.61476
O 6.67218 -3.69506 -0.07066
O 4.85353 -5.33829 0.58313
C 4.22878 -5.79263 1.77090
C 3.88556 -7.24208 1.43323
C 4.13342 -3.04854 -0.56827
H 3.35993 -5.32169 2.23072
H 5.09708 -5.70072 2.42336
H 4.61537 -7.67655 0.75006
H 2.89867 -7.20129 0.97228
H 3.86328 -7.79625 2.37158
H 4.18811 -1.97735 -0.37420
H 3.10669 -3.41450 -0.56992
H 4.55673 -3.23153 -1.55590
O 0.86962 -5.97217 0.25567
S -0.32864 -6.26430 -0.56250
O -1.63859 -5.65530 -0.19585
O -0.05634 -5.96611 -2.22427
C -1.07302 -5.73137 -3.11327
C -1.07573 -6.98268 -4.12989
C -0.55922 -8.09501 -0.61302
H -0.90625 -4.81005 -3.67135
H -2.00426 -5.58002 -2.56738
H -1.65381 -7.84561 -3.79932
H -0.06153 -7.32778 -4.33090
H -1.39608 -6.66094 -5.12083
H -1.28027 -8.35998 -1.38631
H -0.83765 -8.30450 0.41979
H 0.40031 -8.46149 -0.97783
O 0.39891 -3.34012 5.16491
S -0.19441 -2.11096 4.82211
O -1.62992 -1.84452 4.91029
O 0.68562 -0.93127 5.50128
C 0.03204 -0.17865 6.45209
C -0.13204 -0.92938 7.76873
C 0.21656 -1.77755 3.04130
H -0.88224 0.28258 6.07864
H 0.59280 0.71284 6.73297
H -0.52776 -0.20301 8.47858
H 0.80984 -1.31464 8.15928
H -0.82274 -1.77261 7.76641
H 1.04655 -2.29669 2.56202
H 0.27240 -0.69123 2.97140
H -0.72039 -2.14920 2.62646
*
```

As for the total energy: -8389.97263 a.u.